Entry 1:
C4H8O | ωB97M-V/def2-TZVPD

```
13
Properties=species:S:1:pos:R:3:forces:R:3
O 2.2654 0.4090 -0.1831 -0.7 1.1 2.7
C 1.1675 -0.5390 -0.1400 2.3 -1.7 0.8
C -0.1048 -0.0101 0.4229 0.6 -1.4 1.5
C -1.4101 -0.4855 -0.1438 0.0 -0.7 -1.3
C -0.9621 0.9650 -0.1908 -1.3 0.7 -2.5
H 2.2883 0.8764 0.7372 0.0 -1.2 -2.5
H 1.4741 -1.3960 0.6634 -0.5 1.4 -2.3
H 1.1861 -0.9247 -1.2213 -0.6 0.3 1.7
H -0.1352 -0.0321 1.5498 0.3 0.3 -1.2
H -1.2859 -1.0336 -1.1712 -0.7 1.0 2.2
H -2.2028 -0.7811 0.5394 0.2 -0.2 -0.3
H -1.3912 1.7414 0.4064 -0.4 0.1 0.2
H -0.8892 1.2103 -1.2689 0.7 0.4 1.0
```
Positions in Å, forces in eV/Å.

Computed properties:
- charge = 0
- ΔE to the lowest compared entry with this formula, charge and spin (kcal/mol) = 46.1
- SMILES string = OCC1CC1
- gap between HOMO and LUMO (eV) = 10.89
- HOMO (hartree) = -0.36321
- calculated total energy (Ha) = -232.37220

Löwdin atomic charge list, values in e, 6 entries:
1 O -0.130
2 C -0.252
3 C -0.378
4 C -0.119
5 C -0.142
6 H 0.129



Entry 2:
C4H11N2O | ωB97M-V/def2-TZVPD

```
18
Properties=species:S:1:pos:R:3:forces:R:3
C -1.3187 -0.0584 -0.1530 3.5 0.4 0.6
C 1.0151 0.3106 1.4107 -0.1 -0.7 1.2
C 1.3761 -0.8992 -0.6947 3.2 -0.7 -4.1
C 0.7738 0.2169 -0.0355 -3.5 -0.5 0.7
N -1.9987 -1.0542 0.3746 -1.1 -2.5 -1.4
N -1.8186 1.0728 -0.5437 4.1 0.8 0.0
O 0.7487 1.4045 -0.6742 -1.0 0.6 2.8
H 0.3529 1.1221 1.7313 -0.3 -0.9 1.0
H 1.1591 -0.7123 1.9266 -1.5 1.7 -0.6
H 1.9690 0.7171 1.6668 1.1 0.6 -0.7
H 1.1546 -0.9378 -1.8405 0.0 -0.1 2.0
H 1.3060 -1.8901 -0.2475 -0.3 0.3 0.1
H 2.5167 -0.6400 -0.7285 -1.6 -0.6 0.3
H -1.6620 -2.0706 0.2164 -0.4 2.5 0.7
H -3.0223 -0.9978 0.2166 0.7 -0.2 0.5
H -1.0477 1.8354 -0.7050 -2.2 -1.6 0.1
H -2.7621 1.2624 -0.5026 -2.4 0.9 -0.1
H 1.2582 1.3187 -1.4179 1.9 0.1 -3.4
```
Positions in Å, forces in eV/Å.

Computed properties:
- charge = +1
- ΔE to the lowest compared entry with this formula, charge and spin (kcal/mol) = 70.0
- gap between HOMO and LUMO (eV) = 11.02
- HOMO (hartree) = -0.52360
- calculated total energy (Ha) = -343.45268

Löwdin atomic charge list, values in e, 6 entries:
1 C -0.226
2 C -0.018
3 C -0.045
4 C -0.492
5 N 0.144
6 N 0.180



Entry 3:
C4H4O3S | ωB97M-V/def2-TZVPD

```
12
Properties=species:S:1:pos:R:3:forces:R:3
O -0.1936 -2.3781 1.2454 1.0 0.4 0.7
C -0.6833 -1.8280 0.3113 -1.4 -0.5 0.2
O -1.4948 -2.6198 -0.4398 -1.0 1.7 -2.3
C -0.5643 -0.3526 -0.0112 1.1 -0.3 -0.2
C 0.4472 0.2547 0.6570 -0.9 -0.1 -1.0
C 1.0107 1.6296 0.3661 -1.3 -1.2 -1.5
O 1.8101 2.1586 1.0501 0.8 0.7 0.8
S 0.4667 2.2802 -1.2655 0.2 -0.2 0.6
H -1.9245 -2.1260 -1.2151 1.0 -0.9 1.6
H -1.1692 0.0237 -0.8767 0.7 0.0 1.1
H 0.9805 -0.3524 1.3973 -0.2 0.4 -0.1
H 1.3144 3.3099 -1.2188 0.0 0.1 0.1
```
Positions in Å, forces in eV/Å.

Computed properties:
- charge = 0
- ΔE to the lowest compared entry with this formula, charge and spin (kcal/mol) = 22.9
- SMILES string = O=C(O)/C=C/C(=O)S
- gap between HOMO and LUMO (eV) = 9.44
- HOMO (hartree) = -0.38140
- calculated total energy (Ha) = -778.70772

Löwdin atomic charge list, values in e, 6 entries:
1 O 0.121
2 C -0.534
3 O 0.081
4 C -0.004
5 C -0.039
6 C -0.739



Entry 4:
C32H40BCl3IN8O2ReSi | ωB97M-V/def2-TZVPD

```
89
Properties=species:S:1:pos:R:3:forces:R:3
Re 0.4020 -0.6611 0.3096 0.1 1.9 1.0
C 4.0350 -4.1347 -1.2800 0.0 0.1 0.0
C 2.6503 -3.5277 -1.0301 -0.1 -0.1 0.0
C 1.5736 -4.4424 -1.6210 0.1 0.1 0.0
C 2.4820 -3.2202 0.4343 0.3 0.1 0.1
C 3.1423 -3.8700 1.4776 0.0 0.0 0.1
C 2.8683 -3.1357 2.6106 0.0 -0.1 -0.2
N 2.0809 -2.1088 2.2763 0.1 -0.2 0.4
N 1.8201 -2.1617 0.9460 -0.4 0.2 -0.5
B 1.9468 -0.8086 3.0921 -0.1 0.2 -0.3
N 0.4759 -0.4286 3.3081 0.0 -0.2 0.4
C -0.1086 -0.1436 4.4705 -0.2 0.0 -0.1
C -1.3528 0.3919 4.2121 0.1 0.0 -0.1
C -1.4853 0.4289 2.8218 0.0 0.2 0.3
N -0.3470 -0.0819 2.2915 0.5 -0.3 -1.1
C -2.6503 1.0817 2.1100 -0.2 -0.1 -0.1
C -3.2193 0.3555 0.8887 0.2 -0.1 0.2
C -3.7927 1.3628 3.0924 0.1 0.0 -0.1
N 2.6338 0.3065 2.2643 0.3 -0.1 0.2
C 3.6464 1.0898 2.6649 -0.1 0.0 -0.1
C 4.1412 1.7540 1.5652 -0.1 0.1 -0.1
C 3.3591 1.3216 0.4862 0.3 -0.1 0.2
N 2.4566 0.4378 0.9263 -0.8 0.0 -0.3
C 3.5707 1.6670 -0.9580 -0.2 -0.1 -0.1
C 3.9298 0.3946 -1.7354 0.1 0.2 0.0
C 2.3788 2.3990 -1.5819 0.1 0.0 0.0
H 4.2308 -4.1698 -2.3513 0.0 0.0 0.0
H 4.8198 -3.5437 -0.8076 0.0 0.0 0.0
H 4.0854 -5.1546 -0.8974 0.0 0.0 0.0
H 2.6229 -2.5747 -1.5583 0.1 0.0 0.0
H 1.5651 -5.3992 -1.0987 0.0 0.0 0.0
H 0.5774 -4.0086 -1.5487 0.0 -0.1 0.0
H 1.7989 -4.6262 -2.6727 0.0 0.0 0.0
H 3.7591 -4.7487 1.4160 0.0 0.0 -0.1
H 3.2096 -3.2571 3.6246 0.0 0.0 0.0
H 2.4760 -0.9374 4.1490 0.0 0.0 0.1
H 0.3832 -0.3315 5.4100 0.1 0.0 -0.1
H -2.0624 0.7284 4.9448 0.0 0.0 0.0
H -2.2811 2.0532 1.7760 0.0 0.0 0.0
H -3.7725 -0.5300 1.1893 0.0 -0.1 0.0
H -3.9125 1.0214 0.3728 0.0 0.0 0.0
H -2.4501 0.0630 0.1743 -0.1 0.0 0.0
H -4.1335 0.4400 3.5652 0.0 0.0 0.0
H -3.5037 2.0770 3.8627 0.0 0.0 0.0
H -4.6320 1.7877 2.5424 0.0 0.0 0.0
H 3.9420 1.1197 3.7006 0.0 -0.1 0.0
H 4.9481 2.4660 1.5340 0.0 0.0 0.0
H 4.4304 2.3382 -0.9930 0.0 0.0 0.0
H 3.1201 -0.3319 -1.6535 0.1 -0.1 0.0
H 4.0912 0.6222 -2.7897 0.0 0.0 0.0
H 4.8341 -0.0654 -1.3358 0.0 0.0 0.0
H 1.4608 1.8221 -1.4767 0.0 0.0 0.0
H 2.2243 3.3708 -1.1114 0.0 0.0 0.0
H 2.5594 2.5600 -2.6455 0.0 0.0 0.0
C 0.7332 3.1561 1.5708 -0.1 0.0 0.0
C -0.4783 3.3342 0.7081 0.0 -0.8 -0.4
N -1.1348 4.4661 0.8048 0.0 0.4 0.2
C -2.2268 4.7020 0.0746 0.1 -0.2 0.0
C -2.6873 3.8174 -0.8747 -0.2 0.0 -0.1
C -3.9206 4.1416 -1.6876 0.2 0.0 0.1
O -4.9236 3.1380 -1.5849 0.0 -0.1 -0.1
C -2.0076 2.5987 -1.0358 0.6 -0.4 0.5
C -2.4157 1.6554 -2.0716 0.0 -0.1 -0.5
N -1.8802 0.5066 -2.1594 0.0 0.2 0.5
C -2.2178 -0.4658 -3.0722 -0.2 -0.1 -0.3
C -3.4822 -0.6735 -3.6280 0.1 0.1 0.0
C -3.6963 -1.7467 -4.4765 0.0 -0.1 0.0
C -2.6670 -2.6272 -4.7887 -0.1 0.0 0.0
C -1.4090 -2.4546 -4.2294 0.2 0.0 0.0
C -1.2242 -1.3934 -3.3694 0.0 0.1 0.0
I 0.6645 -1.0561 -2.4825 -0.3 -0.1 -0.2
C -0.9199 2.2895 -0.1724 -0.8 1.4 -0.3
O -0.3353 1.1174 -0.2110 1.1 -1.5 0.6
H 0.8852 4.0593 2.1553 0.0 0.0 0.0
H 1.6146 2.9655 0.9594 -0.1 0.0 0.1
H 0.6024 2.3149 2.2504 0.1 -0.1 0.0
H -2.7204 5.6505 0.2544 -0.1 0.0 0.0
H -3.6672 4.2103 -2.7469 -0.1 0.0 0.0
H -4.3044 5.1163 -1.3789 0.0 0.0 0.0
H -5.3617 3.2157 -0.7325 0.0 0.0 0.0
H -3.1574 2.0019 -2.7954 0.0 -0.1 0.0
H -4.2911 -0.0041 -3.3631 0.0 0.0 0.0
H -4.6821 -1.9097 -4.8915 0.0 0.0 0.0
H -2.8457 -3.4620 -5.4523 0.0 0.0 0.0
H -0.5999 -3.1378 -4.4514 0.0 0.0 0.0
Cl -0.2640 -4.4411 1.0541 0.0 0.0 0.0
Si -1.1755 -2.6173 0.7512 -0.4 -0.3 0.0
Cl -2.3063 -2.5476 2.4746 0.0 0.2 0.0
Cl -2.5259 -2.9776 -0.7654 0.1 0.2 0.0
```
Positions in Å, forces in eV/Å.

Computed properties:
- charge = +1
- ΔE to the lowest compared entry with this formula, charge and spin (kcal/mol) = 56.3
- spin multiplicity = 4
- gap between HOMO and LUMO (spin up / spin down) (eV) = 7.32 / 6.17
- HOMO (spin up / spin down) (hartree) = -0.39631 / -0.40069
- calculated total energy (Ha) = -3902.84107

Löwdin atomic charge list, values in e, 6 entries:
1 Re 1.300
2 C -0.057
3 C -0.410
4 C -0.112
5 C -0.297
6 C 0.003



Entry 5:
C4H12N2OSi | ωB97M-V/def2-TZVPD

```
20
Properties=species:S:1:pos:R:3:forces:R:3
C 0.5844 0.1775 -0.3938 0.1 0.0 2.8
C 1.2076 -1.1796 -2.3259 -0.1 0.7 0.4
C 2.6089 -1.0881 -0.2715 -2.5 -2.5 -1.1
C -2.8417 0.4431 2.1178 2.7 0.4 0.4
N 1.3979 -0.6185 -0.9924 2.4 -2.1 -1.6
N -2.9177 -0.0979 0.8055 0.2 -0.2 -0.4
O -0.4125 0.6780 -0.8823 -1.1 0.4 -0.2
Si -2.6568 0.2245 -0.7249 0.1 -1.0 -1.6
H 1.8271 -0.5870 -3.0294 -0.3 -0.9 0.1
H 1.3921 -2.2423 -2.2163 0.7 -0.1 -0.5
H 0.1690 -1.1289 -2.5966 -0.5 0.5 -0.2
H 2.2771 -1.7994 0.4856 0.2 -0.4 -0.1
H 3.3713 -1.5319 -0.9054 -0.2 0.3 -0.2
H 2.9114 -0.2840 0.2297 2.0 3.1 2.0
H -1.6998 0.5533 2.5267 -2.3 -0.3 -0.9
H -3.2427 1.4379 2.1075 -0.3 0.7 0.5
H -3.3468 -0.1473 2.8785 -0.2 -0.2 -0.1
H 0.9359 0.2129 0.7126 -1.0 0.9 -1.2
H -2.6016 1.3260 -1.8037 -0.3 -0.1 1.2
H -2.9450 -1.0033 -1.6852 0.5 0.9 1.1
```
Positions in Å, forces in eV/Å.

Computed properties:
- charge = 0
- ΔE to the lowest compared entry with this formula, charge and spin (kcal/mol) = 105.5
- gap between HOMO and LUMO (eV) = 8.32
- HOMO (hartree) = -0.28752
- calculated total energy (Ha) = -633.75067

Löwdin atomic charge list, values in e, 6 entries:
1 C -0.354
2 C -0.010
3 C -0.010
4 C -0.301
5 N -0.169
6 N -0.322